C4H10O2 in the gas phase, computed with ωB97M-V/def2-TZVPD.

XYZ file:
```
16
C4H10O2 (ωB97M-V/def2-TZVPD)
O -0.57174 -1.50379 0.71817
O -1.84199 0.97287 0.38866
C -0.43198 1.06726 0.51076
C 0.18028 -0.18101 -0.08061
C 1.52005 -0.47204 0.34611
C -0.06709 -0.40617 -1.53589
H 0.99032 -1.09156 1.34451
H 2.17753 -1.17411 -0.18085
H -2.24305 1.75849 0.79322
H -0.03250 1.93198 -0.04835
H -0.12601 1.18207 1.56495
H -1.13963 -0.39657 -1.74830
H 0.40936 0.40357 -2.10824
H -1.33896 -1.10843 1.17817
H 0.36341 -1.35528 -1.87029
H 2.12505 0.35809 0.72674
```

Results
HOMO energy = -9.53 eV
Lowest unoccupied orbital energy = 0.6 eV
HOMO-LUMO gap = 0.373 hartree
SMILES = CC(C)(O)CO